Record 1
Entry from the OMol25 dataset: a 23-piece molecular cluster, C81H199N9O23 overall at a distorted geometry (wB97M-V/def2-TZVPD).

Geometry as ORCA input:
```
! RIJCOSX wB97M-V def2-TZVPD def2/J DEFGRID3
* xyz 0 1
C -6.398 1.695 -0.295
C -6.207 0.626 -1.406
C -5.789 -0.691 -0.766
C -6.905 -1.424 -0.066
C -8.000 -1.710 -1.101
C -8.580 -0.351 -1.666
N -7.457 0.367 -2.234
O -7.965 1.651 -2.617
C -9.518 -0.644 -2.848
C -9.407 0.414 -0.578
C -5.043 1.080 -2.312
H -5.391 1.970 0.056
H -7.064 1.366 0.439
H -6.876 2.547 -0.770
H -5.411 -1.320 -1.667
H -4.862 -0.549 -0.190
H -7.171 -0.821 0.765
H -6.493 -2.363 0.322
H -8.851 -2.199 -0.659
H -7.633 -2.269 -1.951
H -10.013 -1.629 -2.567
H -10.303 0.137 -3.023
H -9.008 -0.704 -3.763
H -9.447 1.523 -0.888
H -10.390 -0.067 -0.498
H -8.921 0.366 0.398
H -4.120 1.301 -1.763
H -5.317 2.022 -2.801
H -4.793 0.377 -3.092
H -7.782 1.684 -3.543
C -2.054 -1.425 -3.635
C -1.947 -2.881 -3.973
C -1.489 -2.939 -5.415
C -1.127 -4.297 -5.951
C 0.101 -4.691 -5.108
C -0.280 -4.767 -3.638
N -0.889 -3.482 -3.231
O -1.311 -3.625 -1.880
C -1.186 -5.971 -3.449
C 0.996 -4.932 -2.827
C -3.321 -3.581 -3.879
H -2.483 -1.239 -2.622
H -2.710 -0.901 -4.335
H -1.094 -0.949 -3.708
H -2.236 -2.426 -5.983
H -0.634 -2.300 -5.521
H -0.856 -4.212 -7.004
H -1.981 -4.960 -5.952
H 0.858 -3.920 -5.169
H 0.611 -5.615 -5.396
H -2.138 -5.764 -4.000
H -0.684 -6.882 -3.807
H -1.400 -6.077 -2.372
H 1.320 -3.865 -2.785
H 0.784 -5.234 -1.804
H 1.622 -5.678 -3.296
H -3.444 -4.242 -2.958
H -3.467 -4.349 -4.695
H -4.180 -2.955 -3.857
H -0.717 -3.101 -1.286
C -2.058 2.810 -3.934
C -2.314 4.203 -3.349
C -2.831 4.055 -1.906
C -2.894 5.436 -1.279
C -1.487 6.071 -1.266
C -0.894 6.284 -2.675
N -1.010 4.927 -3.305
O -0.473 5.003 -4.675
C -1.596 7.378 -3.442
C 0.527 6.755 -2.488
C -3.335 4.898 -4.297
H -2.995 2.169 -4.019
H -1.239 2.306 -3.472
H -1.824 3.004 -4.997
H -3.839 3.602 -1.956
H -2.227 3.392 -1.320
H -3.220 5.508 -0.250
H -3.489 6.135 -1.813
H -0.816 5.535 -0.596
H -1.415 7.043 -0.782
H -2.684 7.378 -3.334
H -1.384 8.379 -2.940
H -1.252 7.440 -4.483
H 0.640 7.678 -1.936
H 1.016 5.883 -1.979
H 1.083 6.835 -3.457
H -2.843 5.508 -5.060
H -4.031 5.623 -3.880
H -4.030 4.202 -4.846
H 0.122 4.227 -4.797
C 0.690 1.898 5.823
C 0.197 3.060 5.008
C 0.219 4.285 5.881
C -0.161 5.526 5.142
C 0.832 5.775 4.047
C 1.012 4.584 3.128
N 1.255 3.379 3.995
O 1.402 2.278 3.064
C -0.187 4.505 2.111
C 2.333 4.880 2.402
C -1.211 2.756 4.340
H 1.195 1.231 5.086
H -0.130 1.351 6.279
H 1.363 2.284 6.531
H -0.333 4.187 6.810
H 1.312 4.243 6.176
H -0.181 6.424 5.784
H -1.202 5.406 4.806
H 1.855 6.013 4.471
H 0.549 6.650 3.492
H -0.385 3.504 1.782
H -1.058 5.016 2.509
H 0.217 5.183 1.346
H 3.145 4.735 3.056
H 2.525 4.218 1.593
H 2.331 5.933 2.113
H -1.133 2.095 3.446
H -1.765 3.639 3.992
H -1.947 2.293 5.021
H 2.240 1.771 3.348
C -1.072 -1.249 2.564
C -1.389 -1.446 1.039
C -2.038 -0.189 0.434
C -1.035 1.034 0.166
C -0.002 0.479 -0.847
C 0.724 -0.750 -0.361
N -0.234 -1.861 0.181
O 0.484 -2.867 0.899
C 1.511 -1.308 -1.514
C 1.738 -0.423 0.735
C -2.377 -2.554 0.881
H -0.315 -0.496 2.737
H -0.708 -2.199 3.011
H -1.966 -0.976 3.111
H -2.393 -0.561 -0.561
H -2.857 0.144 1.085
H -0.473 1.358 1.021
H -1.562 1.899 -0.242
H 0.775 1.244 -0.962
H -0.458 0.306 -1.811
H 2.463 -0.799 -1.709
H 1.810 -2.315 -1.173
H 0.941 -1.438 -2.459
H 2.585 0.163 0.402
H 1.318 0.164 1.561
H 2.204 -1.328 1.080
H -2.079 -3.549 1.289
H -2.520 -2.729 -0.177
H -3.372 -2.280 1.340
H 0.726 -2.429 1.713
C 5.652 1.957 -1.290
C 6.568 1.959 0.022
C 8.052 1.953 -0.351
C 8.514 3.277 -0.965
C 8.195 4.364 0.074
C 6.752 4.501 0.500
N 6.298 3.151 0.904
O 4.949 3.310 1.302
C 6.710 5.334 1.749
C 5.877 5.115 -0.610
C 6.321 0.670 0.762
H 5.889 2.549 -2.155
H 4.659 2.152 -0.848
H 5.607 0.901 -1.677
H 8.744 1.727 0.460
H 8.157 1.111 -1.148
H 8.084 3.478 -1.951
H 9.571 3.199 -1.183
H 8.566 5.379 -0.198
H 8.676 4.128 0.988
H 7.383 6.123 1.611
H 5.756 5.719 1.961
H 7.052 4.756 2.629
H 6.180 6.191 -0.623
H 5.992 4.600 -1.573
H 4.807 5.012 -0.219
H 6.856 0.646 1.745
H 6.689 -0.095 0.040
H 5.251 0.493 0.954
H 5.084 3.321 2.238
C -5.411 -0.696 3.262
C -5.578 -0.152 4.636
C -6.741 0.933 4.543
C -7.310 1.339 5.898
C -7.835 0.108 6.590
C -6.750 -1.000 6.808
N -6.131 -1.246 5.508
O -5.177 -2.363 5.693
C -5.735 -0.428 7.909
C -7.400 -2.220 7.340
C -4.273 0.404 5.207
H -6.315 -1.054 2.796
H -4.882 -1.681 3.300
H -4.890 0.085 2.672
H -6.361 1.818 4.047
H -7.623 0.558 3.839
H -8.080 2.123 5.898
H -6.630 1.932 6.555
H -8.731 -0.289 6.081
H -8.174 0.342 7.594
H -6.176 -0.529 8.890
H -4.844 -0.997 7.806
H -5.438 0.643 7.796
H -8.220 -1.881 7.971
H -7.812 -2.746 6.503
H -6.802 -2.882 7.991
H -4.257 0.757 6.269
H -3.992 1.363 4.671
H -3.491 -0.306 4.983
H -4.315 -2.063 6.080
C 1.768 1.074 -7.595
C 2.512 0.987 -6.234
C 3.899 0.404 -6.502
C 4.822 0.489 -5.307
C 5.002 1.978 -5.026
C 3.693 2.771 -4.774
N 2.746 2.397 -5.831
O 1.448 2.979 -5.590
C 3.123 2.601 -3.335
C 3.994 4.288 -4.954
C 1.793 0.079 -5.199
H 2.198 1.827 -8.288
H 0.755 1.300 -7.407
H 1.720 0.131 -8.201
H 3.725 -0.633 -6.846
H 4.395 0.934 -7.302
H 5.747 0.012 -5.504
H 4.276 -0.006 -4.490
H 5.440 2.514 -5.894
H 5.692 2.020 -4.218
H 3.366 1.591 -2.922
H 3.600 3.345 -2.715
H 2.023 2.746 -3.362
H 4.266 4.454 -6.023
H 3.021 4.810 -4.727
H 4.732 4.559 -4.225
H 1.689 -0.947 -5.571
H 0.801 0.446 -4.984
H 2.407 -0.042 -4.342
H 1.313 3.530 -6.363
C 6.678 -2.610 -0.597
C 5.845 -3.570 -1.473
C 4.880 -2.555 -2.253
C 4.353 -3.175 -3.533
C 5.448 -3.658 -4.418
C 6.255 -4.715 -3.666
N 6.801 -4.108 -2.480
O 7.546 -5.202 -1.826
C 5.542 -6.062 -3.521
C 7.431 -5.036 -4.600
C 5.015 -4.619 -0.616
H 7.304 -1.949 -1.272
H 7.396 -3.186 0.030
H 6.183 -1.906 0.072
H 4.089 -2.207 -1.608
H 5.617 -1.782 -2.474
H 3.877 -2.438 -4.129
H 3.544 -3.914 -3.395
H 6.164 -2.845 -4.684
H 5.109 -4.146 -5.348
H 4.490 -5.980 -3.109
H 5.468 -6.459 -4.594
H 6.254 -6.772 -3.073
H 8.041 -4.108 -4.816
H 8.105 -5.739 -4.112
H 7.134 -5.563 -5.549
H 4.391 -5.332 -1.162
H 4.413 -4.190 0.148
H 5.774 -5.127 0.003
H 8.423 -4.864 -1.840
O -2.733 -1.658 7.522
H -1.976 -1.981 7.032
H -2.633 -2.037 8.363
O -3.483 -7.162 -0.409
H -4.416 -7.249 -0.247
H -3.488 -6.785 -1.321
O -1.670 -6.191 3.566
H -2.108 -5.375 3.835
H -1.715 -6.033 2.594
O -2.978 -3.577 4.044
H -2.247 -3.448 4.675
H -3.834 -3.534 4.581
O 1.006 -5.929 2.855
H 0.091 -6.007 3.228
H 0.848 -6.260 1.984
O -0.845 -6.162 0.648
H -1.118 -5.163 0.709
H -1.665 -6.546 0.252
O -0.774 -2.983 5.789
H -0.303 -3.716 6.262
H 0.059 -2.574 5.489
O 4.188 -2.044 3.691
H 3.435 -2.644 3.444
H 4.986 -2.245 3.226
O 1.360 -5.099 6.713
H 2.068 -5.265 6.048
H 0.801 -5.900 6.477
O 3.666 2.996 5.006
H 4.289 3.549 5.508
H 2.878 3.491 4.698
O 1.933 -3.205 3.373
H 1.694 -3.247 4.309
H 1.959 -4.208 3.181
O 3.178 0.061 5.022
H 3.818 -0.467 4.515
H 3.598 0.887 5.299
O -0.516 -7.252 6.115
H -0.536 -8.139 6.504
H -0.873 -7.279 5.264
O 1.980 -2.202 6.014
H 2.379 -2.660 6.728
H 2.480 -1.367 5.899
*
```

Properties
HOMO-LUMO gap	8.6	eV
energy above the lowest of the compared OMol25 structures with the same formula, charge and spin	14.3	kcal/mol


Record 2
Entry from the OMol25 dataset: C81H68CsN4O4P2S3 as an isolated structure at a distorted geometry (wB97M-V/def2-TZVPD).

Geometry as ORCA input:
```
! RIJCOSX wB97M-V def2-TZVPD def2/J DEFGRID3
* xyz -1 1
Cs -1.091 -0.051 -0.488
O -2.758 1.063 1.495
S -1.517 1.557 2.153
C -1.419 3.317 1.763
C -2.608 3.966 1.557
C -2.678 5.303 1.131
C -1.512 5.962 0.867
C -1.244 7.363 0.375
C 0.300 7.455 0.258
C 0.806 6.146 0.810
C 2.065 5.681 1.036
C 2.221 4.383 1.564
C 1.169 3.537 1.835
P 1.440 1.867 2.554
C 1.267 2.333 4.337
C 1.120 1.300 5.263
C 0.938 1.568 6.611
C 0.893 2.882 7.055
C 1.056 3.918 6.147
C 1.244 3.648 4.799
C 3.266 1.729 2.431
C 4.152 1.759 3.502
C 5.515 1.598 3.284
C 6.003 1.420 1.999
C 5.122 1.379 0.925
C 3.762 1.507 1.143
C -0.171 3.993 1.587
C -0.288 5.311 1.105
C -2.036 1.766 3.886
C -2.038 2.993 4.505
C -2.557 3.202 5.798
C -3.106 2.141 6.454
C -3.792 2.039 7.794
C -4.212 0.550 7.914
C -3.712 -0.093 6.643
C -3.784 -1.378 6.185
C -3.217 -1.669 4.933
C -2.591 -0.735 4.125
P -1.750 -1.348 2.592
C -0.631 -2.556 3.435
C -0.947 -3.831 3.900
C 0.018 -4.618 4.513
C 1.317 -4.151 4.659
C 1.645 -2.885 4.202
C 0.677 -2.100 3.594
C -3.087 -2.422 1.956
C -4.386 -1.919 1.850
C -5.388 -2.668 1.255
C -5.114 -3.937 0.762
C -3.825 -4.440 0.849
C -2.815 -3.677 1.416
C -2.541 0.617 4.564
C -3.097 0.877 5.835
H -3.519 3.407 1.721
H -3.640 5.780 1.009
H -1.625 8.099 1.087
H -1.739 7.552 -0.580
H 0.693 8.308 0.813
H 0.619 7.562 -0.782
H 2.944 6.276 0.816
H 3.230 4.041 1.751
H 1.142 0.270 4.926
H 0.818 0.752 7.313
H 0.718 3.096 8.102
H 1.025 4.946 6.489
H 1.369 4.466 4.103
H 3.781 1.912 4.507
H 6.198 1.617 4.124
H 7.067 1.307 1.834
H 5.498 1.235 -0.081
H 3.057 1.442 0.319
H -1.643 3.848 3.978
H -2.531 4.193 6.234
H -4.659 2.702 7.827
H -3.129 2.339 8.608
H -5.297 0.454 7.986
H -3.784 0.070 8.796
H -4.248 -2.167 6.764
H -3.270 -2.690 4.583
H -1.942 -4.239 3.771
H -0.245 -5.610 4.861
H 2.073 -4.778 5.114
H 2.663 -2.524 4.278
H 0.938 -1.122 3.210
H -4.600 -0.925 2.228
H -6.390 -2.265 1.176
H -5.899 -4.528 0.308
H -3.599 -5.423 0.455
H -1.802 -4.058 1.434
C -7.380 5.154 0.551
C -6.253 4.398 -0.100
C -5.433 5.027 -1.035
C -4.365 4.355 -1.604
C -4.106 3.044 -1.242
C -4.925 2.392 -0.335
C -5.989 3.074 0.238
S -2.739 2.164 -1.987
O -2.722 2.551 -3.382
O -3.042 0.767 -1.744
N -1.437 2.504 -1.158
C -0.374 3.196 -1.641
C -0.462 4.188 -2.654
C 0.677 4.788 -3.129
C 1.911 4.452 -2.575
C 1.902 3.525 -1.552
N 0.822 2.904 -1.087
H -7.995 5.655 -0.198
H -6.987 5.923 1.220
H -8.016 4.489 1.134
H -5.634 6.058 -1.307
H -3.723 4.835 -2.333
H -4.705 1.366 -0.077
H -6.624 2.575 0.962
H -1.431 4.423 -3.065
H 0.619 5.520 -3.928
H 2.834 4.893 -2.925
H 2.841 3.260 -1.070
C 2.492 0.005 -3.247
S 2.056 -0.908 -1.701
O 0.587 -1.062 -1.844
C 2.753 -2.446 -2.355
C 1.910 -3.249 -3.105
C 2.387 -4.431 -3.649
C 3.704 -4.812 -3.424
C 4.541 -4.007 -2.665
C 4.072 -2.811 -2.140
H 1.967 -0.471 -4.074
H 3.570 -0.034 -3.396
H 2.149 1.033 -3.124
H 0.884 -2.927 -3.242
H 1.729 -5.057 -4.239
H 4.074 -5.743 -3.836
H 5.558 -4.318 -2.465
H 4.721 -2.180 -1.550
C -3.894 -4.333 -4.611
C -3.228 -3.765 -3.389
C -2.004 -4.246 -2.936
C -1.444 -3.690 -1.796
N -2.018 -2.719 -1.100
C -3.175 -2.242 -1.542
C -3.814 -2.728 -2.670
H -3.466 -5.298 -4.878
H -3.768 -3.656 -5.458
H -4.964 -4.455 -4.441
H -1.493 -5.042 -3.464
H -0.487 -4.043 -1.422
H -3.611 -1.431 -0.973
H -4.758 -2.300 -2.986
C 1.705 -1.999 0.781
C 2.817 -2.794 0.902
C 2.756 -4.229 0.822
C 3.877 -5.003 0.871
C 5.163 -4.423 1.005
C 5.250 -3.019 1.142
C 4.131 -2.238 1.101
C 6.321 -5.224 1.012
N 7.270 -5.890 1.003
H 1.766 -0.932 0.952
H 0.716 -2.429 0.685
H 1.778 -4.691 0.729
H 3.799 -6.083 0.822
H 6.228 -2.571 1.283
H 4.208 -1.162 1.207
*
```

Properties
HOMO-LUMO gap	4.6	eV
energy above the lowest of the compared OMol25 structures with the same formula, charge and spin	15.1	kcal/mol